Record 1
Computed, not measured: 2 unconnected molecules or ions with the total composition C2H2BrN3, with ωB97M-V with the def2-TZVPD basis set.

## Properties
- Kohn-Sham gap (eV) = 10.692
- total energy (hartree) = -2815.63751
- HOMO energy (hartree) = -0.38151
- strongest force on any atom (eV/Å) = 2.17
- LUMO (eV) = 0.31
- structure (SMILES) = N#CN=C=N.Br
- energy relative to the best compared isomer or geometry (same formula, charge and spin) (kcal/mol) = 25.7

Geometry as ORCA input:
```
! RIJCOSX wB97M-V def2-TZVPD def2/J DEFGRID3
* xyz 0 1
N -0.938 1.365 -0.871
C 0.037 1.138 -0.303
N 1.177 0.654 0.009
C 1.675 -0.378 0.385
N 2.343 -1.296 0.735
H 2.450 -2.171 0.216
Br -3.781 -0.275 -0.051
H -2.963 0.963 -0.120
*
```

Record 2
Computed, not measured: CCl6NP in the gas phase, with ωB97M-V with the def2-TZVPD basis set.

## Properties
- Kohn-Sham gap (spin up / spin down) (eV) = 8.958 / 6.098
- total energy (hartree) = -3195.18644
- HOMO energy (spin up / spin down) (hartree) = -0.31890 / -0.35601
- strongest force on any atom (eV/Å) = 4.82
- LUMO (spin up / spin down) (eV) = 0.28 / -3.59

Geometry as ORCA input:
```
! RIJCOSX wB97M-V def2-TZVPD def2/J DEFGRID3
* xyz 0 3
C -0.102 0.955 -0.766
N -0.049 -0.786 1.378
P -0.327 0.889 1.063
Cl 0.094 2.629 -1.313
Cl 1.188 -0.164 -1.232
Cl -1.659 0.375 -1.396
Cl -0.870 -2.034 0.956
Cl 0.340 -3.128 -0.595
Cl 1.386 1.263 1.905
*
```

Record 3
Computed, not measured: CH3Cl3NP in the gas phase, with ωB97M-V with the def2-TZVPD basis set.

## Properties
- Kohn-Sham gap (eV) = 7.678
- total energy (hartree) = -1816.53067
- HOMO energy (hartree) = -0.30419
- strongest force on any atom (eV/Å) = 4.15
- LUMO (eV) = -0.60
- structure (SMILES) = CN=P(Cl)(Cl)Cl
- energy relative to the best compared isomer or geometry (same formula, charge and spin) (kcal/mol) = 53.1

Geometry as ORCA input:
```
! RIJCOSX wB97M-V def2-TZVPD def2/J DEFGRID3
* xyz 0 1
C -0.014 -0.326 0.191
N -1.001 -1.239 0.536
P -2.686 -0.417 1.600
Cl -3.563 -2.040 2.264
Cl -2.507 0.775 3.215
Cl -4.189 0.522 0.592
H 0.789 -1.016 -0.107
H 0.387 0.286 1.012
H -0.238 0.317 -0.678
*
```

Record 4
Computed, not measured: C2H2N2O2 in the gas phase, with ωB97M-V with the def2-TZVPD basis set.

## Properties
- Kohn-Sham gap (eV) = 10.664
- total energy (hartree) = -337.37812
- HOMO energy (hartree) = -0.37338
- strongest force on any atom (eV/Å) = 1.29
- LUMO (eV) = 0.50
- structure (SMILES) = O=c1[nH]cno1
- energy relative to the best compared isomer or geometry (same formula, charge and spin) (kcal/mol) = 29.1

Geometry as ORCA input:
```
! RIJCOSX wB97M-V def2-TZVPD def2/J DEFGRID3
* xyz 0 1
O -1.467 1.719 -0.650
C -0.534 1.011 -0.382
N -0.410 -0.006 0.647
C 0.812 -0.585 0.491
N 1.526 -0.055 -0.435
O 0.679 0.982 -0.993
H -1.086 -0.390 1.303
H 1.206 -1.445 1.027
*
```

Record 5
Computed, not measured: 12 unconnected molecules or ions with the total composition C98H206N10O14S2, with ωB97M-V with the def2-TZVPD basis set.

## Properties
- Kohn-Sham gap (eV) = 8.530
- total energy (hartree) = -6254.27545
- HOMO energy (hartree) = -0.29993
- strongest force on any atom (eV/Å) = 3.47
- LUMO (eV) = 0.37
- structure (SMILES) = CC1(C)CCCC(C)(C)N1O.CC1(C)CCCC(C)(C)N1O.CC1(C)CCCC(C)(C)N1O.CC1(C)CCCC(C)(C)N1O.CC1(C)CCCC(C)(C)N1O.CC1(C)CCCC(C)(C)N1O.CC1(C)CCCC(C)(C)N1O.CC1(C)CCCC(C)(C)N1O.CC1(C)CCCC(C)(C)N1O.CC1(C)CCCC(C)(C)N1O.O=S1(=O)CCCC1.O=S1(=O)CCCC1
- energy relative to the best compared isomer or geometry (same formula, charge and spin) (kcal/mol) = 0.0

Geometry as ORCA input:
```
! RIJCOSX wB97M-V def2-TZVPD def2/J DEFGRID3
* xyz 0 1
C 2.760 3.822 -9.216
C 2.681 2.751 -8.093
C 3.653 1.649 -8.643
C 3.306 3.265 -6.739
C 3.198 2.177 -5.720
C 1.719 1.953 -5.485
C 0.999 1.470 -6.757
C 1.460 0.069 -7.170
C -0.532 1.359 -6.386
N 1.226 2.450 -7.818
O 0.621 2.051 -9.054
H 2.534 3.287 -10.161
H 2.102 4.683 -9.195
H 3.805 4.216 -9.213
H 4.510 2.266 -8.974
H 4.147 1.015 -7.952
H 3.235 1.106 -9.473
H 4.357 3.642 -6.980
H 2.756 4.148 -6.424
H 3.623 1.242 -5.982
H 3.663 2.414 -4.766
H 1.252 2.863 -5.069
H 1.547 1.222 -4.694
H 2.569 0.006 -7.243
H 1.118 -0.353 -8.124
H 1.141 -0.682 -6.454
H -0.575 0.603 -5.633
H -1.251 1.135 -7.222
H -0.852 2.242 -5.865
H 1.210 1.352 -9.336
C -0.457 0.739 -1.890
C -0.675 0.083 -0.535
C -2.181 -0.005 -0.316
C -0.045 -1.296 -0.585
C 0.099 -1.895 0.749
C 0.911 -1.028 1.652
C 0.412 0.402 1.819
C -0.949 0.491 2.607
C 1.444 1.303 2.547
N 0.257 0.870 0.443
O -0.353 2.222 0.670
H 0.540 1.113 -2.016
H -0.686 -0.058 -2.673
H -1.183 1.512 -2.058
H -2.564 0.836 0.138
H -2.644 -0.047 -1.304
H -2.473 -0.856 0.295
H -0.584 -1.916 -1.307
H 0.937 -1.140 -1.039
H -0.899 -2.082 1.204
H 0.527 -2.895 0.591
H 1.942 -0.960 1.316
H 0.933 -1.519 2.631
H -1.576 -0.422 2.396
H -1.575 1.362 2.348
H -0.703 0.542 3.676
H 1.816 0.680 3.399
H 1.005 2.186 2.986
H 2.266 1.573 1.904
H 0.295 2.798 0.224
C -0.098 -6.165 -4.677
C -1.299 -6.289 -3.738
C -1.837 -7.733 -3.725
C -0.941 -5.969 -2.276
C -0.884 -4.516 -1.977
C -2.206 -3.888 -2.334
C -2.546 -4.034 -3.834
C -4.015 -3.593 -3.964
C -1.591 -3.140 -4.583
N -2.515 -5.467 -4.058
O -2.793 -5.687 -5.519
H 0.541 -6.973 -4.507
H -0.490 -6.167 -5.698
H 0.479 -5.263 -4.469
H -1.150 -8.530 -3.378
H -2.749 -7.760 -3.112
H -2.123 -7.960 -4.798
H -1.734 -6.431 -1.709
H 0.005 -6.503 -2.076
H -0.626 -4.244 -0.932
H -0.095 -4.090 -2.545
H -2.154 -2.819 -2.237
H -2.965 -4.368 -1.729
H -4.146 -2.973 -4.819
H -4.206 -2.893 -3.194
H -4.690 -4.447 -3.930
H -0.655 -2.995 -4.113
H -1.974 -2.180 -4.788
H -1.365 -3.484 -5.641
H -3.630 -6.097 -5.466
C 3.020 -2.119 6.857
C 1.832 -1.125 6.783
C 1.100 -1.270 5.444
C 0.903 -1.586 7.885
C -0.195 -0.615 8.375
C 0.630 0.659 8.754
C 1.309 1.266 7.551
C 0.246 1.843 6.594
C 2.322 2.402 8.053
N 2.264 0.229 7.046
O 3.086 0.681 5.921
H 3.637 -2.049 7.765
H 2.641 -3.195 6.786
H 3.696 -2.069 6.036
H 0.226 -0.606 5.458
H 1.768 -1.027 4.624
H 0.742 -2.282 5.265
H 0.506 -2.558 7.458
H 1.420 -1.931 8.775
H -0.918 -0.465 7.587
H -0.759 -0.984 9.225
H 1.148 0.445 9.693
H -0.149 1.379 9.111
H 0.689 1.749 5.613
H -0.038 2.872 6.848
H -0.645 1.218 6.590
H 3.028 2.145 8.878
H 1.816 3.288 8.464
H 2.974 2.733 7.217
H 3.899 0.843 6.337
C 0.253 -6.451 1.552
C 1.185 -6.747 2.662
C 1.876 -8.085 2.390
C 2.195 -5.569 2.896
C 2.950 -5.788 4.151
C 2.054 -5.935 5.398
C 0.991 -7.051 5.199
C 1.595 -8.420 5.425
C -0.167 -6.923 6.289
N 0.269 -6.773 3.860
O -0.554 -7.904 3.697
H -0.109 -5.384 1.711
H 0.812 -6.494 0.631
H -0.592 -7.108 1.492
H 2.658 -8.360 3.054
H 1.109 -8.830 2.571
H 2.286 -8.254 1.400
H 2.844 -5.551 2.043
H 1.611 -4.643 2.924
H 3.663 -6.618 3.998
H 3.569 -4.963 4.454
H 1.469 -5.017 5.557
H 2.611 -6.231 6.309
H 0.971 -9.279 5.085
H 1.716 -8.516 6.496
H 2.628 -8.504 5.037
H -0.732 -5.959 6.278
H 0.299 -7.002 7.299
H -0.825 -7.841 6.291
H -1.472 -7.604 3.732
C 5.144 3.369 0.028
C 4.276 3.762 -1.123
C 4.994 3.227 -2.380
C 2.935 3.105 -0.968
C 1.917 3.731 -1.924
C 1.858 5.233 -1.745
C 3.194 5.927 -1.944
C 3.597 5.892 -3.464
C 2.928 7.385 -1.530
N 4.088 5.265 -0.988
O 5.322 6.012 -0.956
H 4.659 3.463 0.955
H 5.334 2.299 -0.189
H 6.079 3.956 0.099
H 5.465 2.275 -2.339
H 4.384 3.304 -3.295
H 5.800 3.946 -2.448
H 3.108 2.055 -1.195
H 2.606 3.424 0.043
H 2.076 3.484 -2.952
H 0.935 3.355 -1.654
H 1.563 5.288 -0.718
H 0.995 5.668 -2.380
H 3.015 6.755 -3.880
H 3.431 4.887 -3.861
H 4.668 6.119 -3.628
H 2.053 7.653 -2.090
H 3.771 8.010 -1.750
H 2.781 7.428 -0.453
H 5.362 6.256 -0.025
C 0.968 5.081 2.929
C -0.070 6.170 2.527
C -0.945 6.569 3.758
C 0.649 7.397 2.065
C -0.110 8.392 1.174
C -0.745 7.610 0.098
C -1.619 6.414 0.512
C -2.877 7.043 1.045
C -1.984 5.472 -0.718
N -0.839 5.565 1.408
O -1.730 4.599 2.004
H 0.431 4.190 3.231
H 1.554 4.746 2.087
H 1.634 5.417 3.763
H -1.345 7.606 3.608
H -1.666 5.846 4.040
H -0.246 6.608 4.597
H 1.045 7.849 2.968
H 1.482 7.056 1.429
H -0.806 8.945 1.776
H 0.620 9.108 0.888
H -0.067 7.217 -0.622
H -1.452 8.153 -0.496
H -2.765 8.027 1.433
H -3.419 6.434 1.766
H -3.604 7.214 0.229
H -2.469 4.590 -0.269
H -1.091 5.144 -1.367
H -2.746 6.010 -1.281
H -1.472 3.774 1.535
C -3.629 -5.249 1.294
C -5.059 -4.731 1.399
C -5.661 -4.768 0.014
C -5.911 -5.687 2.346
C -5.677 -5.303 3.790
C -5.927 -3.899 4.137
C -5.073 -2.915 3.334
C -5.639 -1.481 3.408
C -3.663 -2.888 3.847
N -5.220 -3.294 1.869
O -4.332 -2.565 0.997
H -3.022 -4.470 0.783
H -3.159 -5.447 2.208
H -3.753 -6.180 0.697
H -5.075 -4.176 -0.626
H -5.516 -5.845 -0.292
H -6.666 -4.435 0.150
H -6.987 -5.820 2.033
H -5.624 -6.751 2.285
H -6.300 -5.952 4.427
H -4.581 -5.505 4.009
H -5.708 -3.791 5.158
H -6.995 -3.675 3.938
H -4.905 -0.763 3.002
H -5.860 -1.178 4.452
H -6.658 -1.479 3.069
H -3.579 -2.484 4.862
H -3.060 -2.335 3.086
H -3.298 -3.932 4.088
H -4.793 -1.771 0.670
C -7.542 5.914 0.721
C -7.275 4.603 1.410
C -6.999 4.746 2.974
C -8.462 3.653 1.192
C -7.946 2.200 1.621
C -6.886 1.717 0.725
C -5.667 2.655 0.758
C -4.712 2.343 1.970
C -4.757 2.484 -0.461
N -6.160 4.040 0.634
O -5.088 4.866 0.505
H -8.080 5.731 -0.191
H -8.266 6.496 1.339
H -6.695 6.528 0.551
H -6.821 3.742 3.318
H -6.242 5.424 3.209
H -7.904 5.201 3.384
H -9.307 4.082 1.693
H -8.734 3.592 0.102
H -7.624 2.240 2.617
H -8.754 1.476 1.642
H -7.254 1.522 -0.252
H -6.622 0.702 1.111
H -4.453 3.172 2.559
H -3.819 1.882 1.606
H -5.161 1.628 2.718
H -5.329 2.581 -1.376
H -4.344 1.486 -0.435
H -3.845 3.059 -0.413
H -4.678 5.110 1.340
C 3.564 -2.988 -1.204
C 4.409 -3.726 -2.267
C 5.112 -4.928 -1.655
C 3.570 -4.243 -3.389
C 3.078 -3.207 -4.328
C 4.194 -2.323 -4.806
C 5.056 -1.685 -3.655
C 6.347 -1.067 -4.393
C 4.413 -0.577 -2.890
N 5.459 -2.858 -2.890
O 6.404 -2.451 -1.953
H 3.242 -3.577 -0.306
H 4.008 -2.050 -0.790
H 2.616 -2.674 -1.634
H 5.855 -4.570 -0.953
H 4.386 -5.532 -1.131
H 5.553 -5.482 -2.445
H 4.168 -4.975 -4.014
H 2.701 -4.847 -3.035
H 2.505 -3.654 -5.136
H 2.356 -2.443 -3.907
H 3.766 -1.648 -5.513
H 4.964 -2.841 -5.364
H 6.721 -0.236 -3.773
H 6.009 -0.714 -5.346
H 7.188 -1.734 -4.571
H 5.059 -0.276 -2.022
H 3.424 -0.742 -2.426
H 4.327 0.383 -3.470
H 7.113 -3.022 -2.167
O -0.443 4.254 -4.053
S -1.430 5.105 -4.585
O -1.365 6.528 -4.395
C -1.607 4.707 -6.328
C -3.136 4.503 -6.513
C -3.494 3.633 -5.304
C -3.018 4.381 -4.065
H -1.023 3.887 -6.666
H -1.299 5.646 -6.814
H -3.661 5.446 -6.593
H -3.244 3.886 -7.411
H -2.817 2.781 -5.415
H -4.558 3.369 -5.226
H -2.909 3.939 -3.087
H -3.679 5.238 -3.912
O 5.324 -2.912 3.871
S 4.991 -2.068 2.777
O 4.029 -2.438 1.747
C 4.572 -0.453 3.282
C 5.219 0.542 2.264
C 6.611 -0.090 1.930
C 6.415 -1.559 1.847
H 4.979 -0.315 4.305
H 3.492 -0.461 3.298
H 4.637 0.653 1.337
H 5.384 1.513 2.791
H 7.253 0.166 2.785
H 7.014 0.384 1.046
H 7.265 -1.978 2.291
H 6.304 -1.913 0.777
*
```

Record 6
Computed, not measured: a molecular structure, C9H6IrO5S2, with ωB97M-V with the def2-TZVPD basis set.

## Properties
- Kohn-Sham gap (spin up / spin down) (eV) = 6.573 / 5.387
- total energy (hartree) = -1623.39474
- HOMO energy (spin up / spin down) (hartree) = -0.32174 / -0.32412
- strongest force on any atom (eV/Å) = 0.86
- LUMO (spin up / spin down) (eV) = -2.18 / -3.43
- energy relative to the best compared isomer or geometry (same formula, charge and spin) (kcal/mol) = 4.2

Geometry as ORCA input:
```
! RIJCOSX wB97M-V def2-TZVPD def2/J DEFGRID3
* xyz 0 2
Ir 1.081 -0.552 -1.114
O 0.550 5.453 -2.133
C 0.688 4.281 -1.970
C 1.198 3.591 -0.681
O 1.495 4.132 0.350
C 1.223 2.171 -1.037
C 0.773 1.920 -2.311
O 0.714 0.696 -2.727
C 0.413 3.172 -3.013
O -0.015 3.322 -4.123
O 1.648 1.146 -0.319
C 0.243 -3.176 2.557
C 0.167 -2.338 1.316
S 1.607 -1.988 0.500
C -1.026 -1.888 0.774
C -2.375 -2.133 1.383
S -0.992 -1.062 -0.706
H 1.276 -3.427 2.787
H -0.319 -4.104 2.439
H -0.172 -2.637 3.410
H -2.289 -2.723 2.292
H -3.028 -2.667 0.692
H -2.860 -1.189 1.634
*
```

Record 7
Computed, not measured: a gas-phase ion, C6H13ClN (charge +1), with ωB97M-V with the def2-TZVPD basis set.

## Properties
- Kohn-Sham gap (eV) = 11.420
- total energy (hartree) = -751.03063
- HOMO energy (hartree) = -0.52702
- strongest force on any atom (eV/Å) = 4.57
- LUMO (eV) = -2.92
- structure (SMILES) = C=C[C@@H](Cl)[N+](C)(C)C
- energy relative to the best compared isomer or geometry (same formula, charge and spin) (kcal/mol) = 27.3

Geometry as ORCA input:
```
! RIJCOSX wB97M-V def2-TZVPD def2/J DEFGRID3
* xyz 1 1
C -1.451 2.547 0.529
C -1.086 1.491 -0.175
C -0.952 0.181 0.350
Cl -2.284 -0.838 -0.278
N 0.377 -0.529 -0.002
C 0.590 -1.592 1.074
C 0.223 -1.262 -1.334
C 1.547 0.433 -0.196
H -1.710 3.399 0.068
H -1.570 2.425 1.644
H -0.926 1.611 -1.299
H -1.070 0.194 1.404
H 0.840 -1.327 2.069
H -0.308 -2.204 1.019
H 1.515 -2.078 0.899
H 0.067 -0.671 -2.160
H 1.204 -1.633 -1.588
H -0.385 -2.151 -1.309
H 1.628 0.807 -1.252
H 1.226 1.207 0.418
H 2.527 -0.010 0.118
*
```

Record 8
Computed, not measured: 2 unconnected molecules or ions with the total composition C3H10OS, with ωB97M-V with the def2-TZVPD basis set.

## Properties
- Kohn-Sham gap (eV) = 9.467
- total energy (hartree) = -593.69094
- HOMO energy (hartree) = -0.31497
- strongest force on any atom (eV/Å) = 0.96
- LUMO (eV) = 0.90
- structure (SMILES) = CSC.CO
- energy relative to the best compared isomer or geometry (same formula, charge and spin) (kcal/mol) = 16.4

Geometry as ORCA input:
```
! RIJCOSX wB97M-V def2-TZVPD def2/J DEFGRID3
* xyz 0 1
C 2.605 0.032 -0.800
S 1.182 -0.601 0.146
C 0.588 0.886 0.990
H 3.371 -0.727 -0.667
H 2.920 0.942 -0.290
H 2.407 0.255 -1.843
H -0.155 0.494 1.681
H 1.434 1.231 1.588
H 0.219 1.706 0.382
C -2.708 -0.683 0.026
O -1.808 -0.224 -0.971
H -2.355 -0.542 1.051
H -3.636 -0.126 -0.069
H -2.920 -1.744 -0.127
H -1.143 -0.899 -1.098
*
```